*A*
9
Properties=species:S:1:pos:R:3:mulliken_charge:R:1 method="wB97M-V/def2-TZVPD" molar_mass_g_mol=104.20 homo_ev=-8.98 total_charge=0 lumo_ev=-0.14
S 2.7467 0.1324 -0.2440 -0.1997
C 0.6597 0.6511 -0.2991 -0.5897
C -0.6094 0.2464 -0.1985 0.5762
C -1.3267 -0.9815 0.1382 -0.5914
S -2.3013 0.5533 -0.3714 -0.1284
H 2.6488 0.7390 0.9592 0.1529
H 0.8449 1.7359 -0.6525 0.2776
H -1.6001 -1.8626 -0.4759 0.2659
H -1.0626 -1.2138 1.1441 0.2364



*B*
9
Properties=species:S:1:pos:R:3:mulliken_charge:R:1 method="wB97M-V/def2-TZVPD" molar_mass_g_mol=104.20 homo_ev="-8.50 / -8.50" total_charge=0 lumo_ev="-0.84 / -0.84"
C 0.8103 0.5342 -0.4100 -0.6400
C -0.0496 -0.0309 0.7564 -0.1048
C -1.4713 -0.2145 0.5761 -0.4643
S 1.1843 -0.9845 -1.4107 -0.2597
S -0.6271 -1.6969 0.1487 0.0563
H 0.2216 1.1525 -0.9804 0.3149
H 1.6599 1.1066 -0.2094 0.3959
H 0.3940 -0.1297 1.6464 0.4525
H -2.1222 0.2633 -0.1169 0.2491



Which structure is most stable? *B*, by 12.5 kJ/mol over the runner-up.



*A*
13
Properties=species:S:1:pos:R:3:mulliken_charge:R:1 method="wB97M-V/def2-TZVPD" molar_mass_g_mol=124.10 homo_ev=-10.38 total_charge=0 lumo_ev=-0.76
C -1.2228 0.4783 0.3275 -0.7517
C -2.0971 -0.3779 -0.3239 0.4746
C 0.9031 -0.8387 0.0232 -0.3420
C 2.2791 -0.6723 -0.3218 0.2971
H -1.3682 0.4018 1.7446 0.2804
H -1.5366 1.6612 0.2462 0.3594
H 0.5323 -1.1947 1.4191 0.2284
H 0.4659 -1.8684 -0.4274 0.2865
N 0.8741 1.3668 -0.5630 -0.0998
N 0.2579 0.3761 0.0007 0.5680
N -2.7532 -1.1191 -1.0060 -0.4008
N 3.4555 -0.6531 -0.5597 -0.3813
O 0.2102 2.4400 -0.5594 -0.5188



*B*
13
Properties=species:S:1:pos:R:3:mulliken_charge:R:1 method="wB97M-V/def2-TZVPD" molar_mass_g_mol=124.10 homo_ev=-8.61 total_charge=0 lumo_ev=-0.05
N 3.0413 0.3619 1.2164 -0.5232
C 1.9298 0.1068 0.9370 0.1077
C 0.6237 -0.0291 0.4857 0.1136
N 0.1135 1.0952 -0.4006 -0.2212
C -1.0434 0.6393 -0.9438 0.1463
N -1.7591 1.2172 -2.0816 -0.5303
N -1.4120 -0.5560 -0.2260 -0.6847
C -0.3570 -0.8680 0.4733 0.7438
O -0.2480 -2.1356 1.0605 -0.5495
H 0.5464 2.2197 -0.1363 0.3731
H -2.9461 1.4039 -1.9150 0.3342
H -1.2688 2.2151 -2.5136 0.3036
H -1.1523 -2.6754 0.8104 0.3867



Which structure is most stable? *B*, by 368.2 kJ/mol over the runner-up.



*A*
15
Properties=species:S:1:pos:R:3:mulliken_charge:R:1 method="wB97M-V/def2-TZVPD" molar_mass_g_mol=107.14 homo_ev="-12.48 / -13.48" total_charge=+1 lumo_ev="-4.81 / -5.28"
C 1.6956 -1.0263 0.1244 -0.5050
C -0.8797 -1.0739 0.0789 -0.5587
C 2.5277 0.0826 0.0894 -0.1623
C -1.4171 1.2967 0.0810 -0.3821
C 0.4004 -0.5109 -0.0796 0.5545
C -1.9607 -0.0435 0.1136 -0.1147
N 1.7972 1.2225 0.0906 -0.1803
N 0.5169 0.8795 -0.1301 -0.0837
H 2.1421 -2.0958 0.1269 0.3020
H -1.1003 -2.1801 0.2175 0.3583
H 3.5333 0.2558 0.3626 0.4113
H -1.7525 2.2966 -0.2094 0.3729
H -2.6942 -0.0687 -0.7999 0.3153
H -2.5437 -0.1957 0.9828 0.3608
H 2.3240 2.1756 0.1270 0.3117



*B*
15
Properties=species:S:1:pos:R:3:mulliken_charge:R:1 method="wB97M-V/def2-TZVPD" molar_mass_g_mol=107.14 homo_ev=-14.66 total_charge=+1 lumo_ev=-6.40
C -0.6402 -1.2673 -1.1123 -1.2369
C 0.2293 -0.1778 -0.4876 0.3069
C 1.2296 -0.6802 0.4338 -0.1208
N 2.1704 0.0443 0.9604 -0.2220
C 2.1808 1.2775 0.9330 0.3288
C 1.4257 2.3065 1.1650 -0.6002
C 0.0760 1.6924 0.9826 0.1349
N -0.3287 0.6045 0.6101 -0.4268
H -0.0459 -1.7500 -2.0019 0.3332
H -1.6038 -0.8608 -1.4316 0.3483
H -0.7638 -2.0801 -0.3174 0.3046
H 0.5691 0.5462 -1.1203 0.5150
H 1.1827 -1.7487 0.7458 0.3506
H 1.5067 3.2159 1.5105 0.5586
H -0.7204 2.2732 1.5152 0.4260



Which structure is most stable? *B*, by 39.9 kJ/mol over the runner-up.



*A*
8
Properties=species:S:1:pos:R:3:mulliken_charge:R:1 method="wB97M-V/def2-TZVPD" molar_mass_g_mol=91.04 homo_ev="-11.34 / -11.31" total_charge=0 lumo_ev="-3.10 / -3.11"
C -1.3088 -0.1033 -0.0898 -0.5088
C -0.0330 0.0152 -0.0657 0.4487
N 1.1861 -0.2001 0.5804 0.8440
O 1.1319 -1.2694 1.1697 -0.4584
O 2.0811 0.5845 0.5605 -0.4047
F 0.7136 1.2821 -1.9470 -0.5431
H -1.8953 0.2562 -0.9243 0.3230
H -1.8755 -0.5653 0.7162 0.2992



*B*
8
Properties=species:S:1:pos:R:3:mulliken_charge:R:1 method="wB97M-V/def2-TZVPD" molar_mass_g_mol=91.04 homo_ev=-11.09 total_charge=0 lumo_ev=0.69
O -1.3018 1.2035 0.6356 -0.3620
C -0.8302 1.3902 -0.3818 0.7664
O -0.4679 1.5671 -1.4803 -0.3819
C 0.2007 -0.9736 0.5556 -0.2164
N 1.1800 -0.2828 0.2900 -0.3091
F 1.6595 -0.1947 -1.0070 -0.1237
H -0.2585 -1.7350 -0.1874 0.3169
H -0.1818 -0.9746 1.5754 0.3097



Which structure is most stable? *B*, by 626.0 kJ/mol over the runner-up.



*A*
15
Properties=species:S:1:pos:R:3:mulliken_charge:R:1 method="wB97M-V/def2-TZVPD" s2=0.782 molar_mass_g_mol=104.11 homo_ev="-15.43 / -15.40" total_charge=+1 spin_multiplicity=2 lumo_ev="-3.29 / -8.97"
C -0.3263 -0.6021 0.9594 -0.2606
C -1.3410 -1.6677 0.5679 -0.8656
O -0.7059 -2.6457 -0.2735 -0.4608
N -0.1266 0.2385 -0.2561 0.0536
C 0.6354 1.3680 -0.4277 0.5187
N 1.2055 1.9062 0.6889 -0.3926
O 0.7617 1.8047 -1.5686 -0.3716
H 0.6819 -0.9237 1.2049 0.3491
H -0.7389 0.0490 1.7399 0.3859
H -2.3021 -1.3045 0.2151 0.4027
H -1.5599 -2.2220 1.4885 0.4255
H -0.3136 -3.2403 0.3613 0.3246
H -0.6007 -0.1174 -1.0914 0.3518
H 0.6516 2.0742 1.5114 0.2483
H 1.8034 2.6894 0.4386 0.2910



*B*
15
Properties=species:S:1:pos:R:3:mulliken_charge:R:1 method="wB97M-V/def2-TZVPD" s2=0.759 molar_mass_g_mol=104.11 homo_ev="-15.49 / -15.43" total_charge=+1 spin_multiplicity=2 lumo_ev="-3.23 / -8.74"
C 0.6674 0.2932 -0.5683 -0.5718
C -0.3227 1.4981 -0.6275 -0.3323
O -0.5776 1.6012 -1.9983 -0.4666
N 0.8043 -0.1597 0.7617 0.0694
C 0.1412 -1.2735 1.4589 0.5429
N -0.3802 -2.2143 0.6560 -0.2739
O 0.2186 -1.2521 2.6522 -0.4315
H 1.6571 0.6575 -0.8772 0.2539
H 0.3707 -0.5033 -1.2392 0.3511
H 0.1764 2.3944 -0.2480 0.3513
H -1.2156 1.2741 -0.0407 0.3691
H -1.3252 2.1817 -2.1760 0.3327
H 1.0378 0.5780 1.4365 0.3396
H -0.5557 -2.0243 -0.3143 0.2049
H -0.6965 -3.0509 1.1242 0.2613



*C*
15
Properties=species:S:1:pos:R:3:mulliken_charge:R:1 method="wB97M-V/def2-TZVPD" s2=0.760 molar_mass_g_mol=104.11 homo_ev="-15.03 / -14.62" total_charge=+1 spin_multiplicity=2 lumo_ev="-3.56 / -9.55"
O 0.7693 1.7305 -0.3425 -0.4397
C 1.3351 1.5120 0.7496 0.3890
O 1.1991 0.5260 1.5768 -0.4924
H 2.2435 2.1827 0.9414 0.3728
C -1.5673 -0.2347 -1.9997 -0.7398
N -0.0775 -1.5756 1.0699 -0.2848
C -0.7398 -1.4618 -0.0714 0.2964
N -0.7957 -0.3448 -0.7772 -0.0047
H -2.1767 0.6549 -1.9376 0.2951
H -2.1653 -1.2127 -2.0916 0.2851
H -0.8578 -0.1392 -2.8235 0.3285
H 0.4978 -0.6047 1.3995 0.2730
H 0.1181 -2.4846 1.4311 0.2409
H -1.2259 -2.3715 -0.4592 0.3412
H -0.2362 0.4731 -0.4532 0.1396



Which structure is most stable? *B*, by 27.1 kJ/mol over the runner-up.



*A*
13
Properties=species:S:1:pos:R:3:mulliken_charge:R:1 method="wB97M-V/def2-TZVPD" molar_mass_g_mol=104.10 homo_ev=-10.02 total_charge=0 lumo_ev=0.68
C 0.0814 -2.0101 0.5377 -0.7404
C 0.2231 -0.7679 0.1100 0.0636
C -0.2151 0.5101 -0.5572 -0.2876
C -1.2007 1.4613 0.0116 -1.1912
C 1.3064 0.1693 -0.0179 0.8124
F 2.2958 -0.1150 -0.8455 -0.2609
F 1.9071 0.8256 1.0604 -0.2856
H 0.9732 -2.5575 0.7427 0.2849
H -0.7266 -2.6258 0.3144 0.3211
H -0.4023 0.2720 -1.6555 0.2855
H -1.0819 1.5507 1.0557 0.3346
H -2.0368 0.9050 -0.3310 0.3079
H -1.1236 2.3823 -0.4253 0.3557



*B*
13
Properties=species:S:1:pos:R:3:mulliken_charge:R:1 method="wB97M-V/def2-TZVPD" molar_mass_g_mol=104.10 homo_ev="-8.36 / -8.70" total_charge=0 lumo_ev="0.11 / 0.17"
C 0.1303 -1.2316 -0.9582 -0.5571
C 1.2147 -0.2623 -0.8796 -0.4250
C -0.8680 1.0472 0.3352 0.6428
C -0.5549 0.4188 1.6834 -0.4664
C -0.2076 0.1685 -0.6723 -0.1404
F -2.2109 1.2009 0.0695 -0.2866
F -0.9892 -0.8001 2.0405 -0.2381
H -0.0803 -1.5468 -2.0034 0.1692
H -0.0713 -1.8549 -0.2056 0.3225
H 2.0235 -0.0029 -0.1055 0.2326
H 1.5030 0.2119 -1.7951 0.2179
H -0.3210 2.1076 0.3969 0.1611
H 0.4317 0.5438 2.0941 0.3675



Which structure is most stable? *A*, by 239.1 kJ/mol over the runner-up.



*A*
22
Properties=species:S:1:pos:R:3:mulliken_charge:R:1 method="wB97M-V/def2-TZVPD" molar_mass_g_mol=140.19 homo_ev=-8.89 total_charge=0 lumo_ev=0.89
C 0.0222 2.8065 -0.9707 -0.6725
C 0.6775 2.3867 0.3132 0.4220
N 0.8177 3.2007 1.4158 -0.2397
N 1.3789 2.4811 2.3038 -0.6623
N 1.5051 1.2315 1.8187 0.1897
N 1.0195 1.1220 0.5478 -0.0457
H -0.3669 3.8699 -0.8140 0.2973
H 0.8796 2.7893 -1.7427 0.2263
H -0.8663 2.1008 -1.1100 0.2126
H 2.1540 0.6578 2.1687 0.2447
C 0.5248 -1.2905 1.5472 -0.9934
C -0.0427 -1.1773 0.3684 0.9295
C 0.8602 -1.4198 -0.7883 -1.1990
C -1.3966 -0.7575 0.0097 -1.1024
H 1.5736 -1.2902 1.8460 0.4408
H -0.0988 -1.2752 2.4680 0.2274
H 1.9955 -1.4753 -0.6899 0.3035
H 0.7068 -2.4003 -1.3068 0.3456
H 0.6661 -0.6074 -1.5640 0.2434
H -1.8007 -1.4183 -0.8174 0.3040
H -1.9656 -0.8909 0.9185 0.4140
H -1.4386 0.3161 -0.1794 0.1141



*B*
22
Properties=species:S:1:pos:R:3:mulliken_charge:R:1 method="wB97M-V/def2-TZVPD" molar_mass_g_mol=140.19 homo_ev=-7.53 total_charge=0 lumo_ev=1.03
N -1.7952 2.1164 -0.4443 -0.5455
C -1.7380 0.8304 0.0452 0.5592
C -1.6957 0.1068 1.3237 -0.5721
N -1.7941 -1.1984 1.0703 -0.8034
N -1.9469 -1.3790 -0.2503 0.2001
C -1.8296 -0.1850 -0.8696 -0.4177
H -1.2726 2.7261 0.1496 0.2448
H -1.7116 2.2900 -1.4296 0.2076
H -1.5998 0.6484 2.1992 0.5123
H -1.7178 -2.3168 -0.4292 0.2762
H -1.7289 -0.2820 -1.9750 0.3514
C 1.7842 1.0208 0.5766 -1.2584
C 2.0824 -0.3096 0.0275 0.3329
C 1.4338 -1.6527 0.1102 -0.5713
N 1.1696 -0.7581 -0.9670 -0.3217
H 0.7549 1.0458 0.8146 0.0244
H 2.1576 1.7049 -0.0603 0.3794
H 2.1971 1.3005 1.4554 0.4814
H 3.2250 -0.2661 -0.2936 0.1749
H 1.9983 -2.4815 0.0260 0.3372
H 0.6423 -1.7538 0.7476 0.2226
H 1.3852 -1.2072 -1.8272 0.1856



Which structure is most stable? *A*, by 50.5 kJ/mol over the runner-up.



*A*
9
Properties=species:S:1:pos:R:3:mulliken_charge:R:1 method="wB97M-V/def2-TZVPD" molar_mass_g_mol=103.06 homo_ev=-10.35 total_charge=0 lumo_ev=-0.63
O -0.0748 -0.5451 -1.5441 -0.4588
C 0.2764 0.2051 -0.4852 0.7154
F 1.5118 0.7562 -0.6418 -0.2638
C 0.1389 -0.7697 1.0584 -0.1583
N -0.7068 -0.1476 1.7251 -0.2244
N -1.1603 1.0162 1.0334 -0.1959
N -0.6734 1.1996 -0.0555 -0.1227
H 0.0271 -0.0421 -2.3664 0.3262
H 0.6611 -1.6726 1.2763 0.3823



*B*
9
Properties=species:S:1:pos:R:3:mulliken_charge:R:1 method="wB97M-V/def2-TZVPD" molar_mass_g_mol=103.06 homo_ev=-11.90 total_charge=0 lumo_ev=-0.07
F -2.0288 -0.4395 -0.6468 -0.2590
C -1.2292 0.2010 0.2202 -0.1730
C 0.1924 0.0294 -0.0271 0.5685
N 0.7593 -1.1855 -0.0603 -0.2001
N 2.0018 -1.0170 -0.1728 -0.1173
O 2.2143 0.3412 -0.3576 0.0066
N 1.0582 0.9737 -0.3201 -0.2750
H -1.4458 -0.1841 1.1753 0.1889
H -1.5221 1.2807 0.1892 0.2604



Which structure is most stable? *B*, by 13.2 kJ/mol over the runner-up.



*A*
8
Properties=species:S:1:pos:R:3:mulliken_charge:R:1 method="wB97M-V/def2-TZVPD" molar_mass_g_mol=138.95 homo_ev=-10.24 total_charge=0 lumo_ev=0.14
C 1.2347 0.1456 -0.7624 0.1360
C -1.0299 -0.0091 0.7627 -0.2612
O 1.8249 0.9493 -0.0992 -0.4965
O 0.0965 -0.4825 -0.6142 -0.4018
Br -2.7538 -0.3496 0.1211 -0.0160
H 1.7575 -0.3930 -1.5145 0.3887
H -0.5193 -0.7871 1.3299 0.2884
H -0.6106 0.9265 0.7765 0.3624



*B*
8
Properties=species:S:1:pos:R:3:mulliken_charge:R:1 method="wB97M-V/def2-TZVPD" molar_mass_g_mol=138.95 homo_ev=-10.61 total_charge=0 lumo_ev=0.75
O -1.2269 -1.1273 -0.9588 -0.4907
C -0.8109 -0.0396 -1.1823 0.1884
O 0.0186 0.6637 -0.3206 -0.3305
C 0.5267 -0.0140 0.9785 -0.2947
Br 2.4061 -0.0080 0.7363 -0.0956
H -1.0243 0.6382 -1.9091 0.4109
H 0.1753 0.8271 1.7312 0.2469
H -0.0646 -0.9400 0.9249 0.3652



*C*
8
Properties=species:S:1:pos:R:3:mulliken_charge:R:1 method="wB97M-V/def2-TZVPD" molar_mass_g_mol=138.95 homo_ev="-9.71 / -9.72" total_charge=0 lumo_ev="-2.19 / -2.19"
C -1.2879 -0.6636 0.2217 0.2417
C 1.0825 0.8270 -0.3797 -0.1475
O -1.2812 0.4120 0.8815 -0.6815
O -0.3041 -1.0937 -0.4738 -0.5953
Br 2.5935 0.0920 0.3159 0.1043
H -2.1036 -1.2725 0.4943 0.4357
H 0.9675 0.6816 -1.4432 0.2972
H 0.3334 1.0173 0.3833 0.3454



Which structure is most stable? *B*, by 92.6 kJ/mol over the runner-up.